Entry from the OMol25 dataset: C4H9N3S in the gas phase in a non-equilibrium geometry (ωB97M-V with the def2-TZVPD basis set).

The value obtained for the total energy is -19594.982 eV. The calculation puts the lowest unoccupied orbital energy at 0.023 hartree. The structure (SMILES) is N/C=C(/C=N\N)CS. As for the gap between HOMO and LUMO: 8.81 eV. The net charge is 0. Its HOMO energy is -8.188 eV. The relative energy (zero: lowest compared OMol25 entry of this formula, charge and spin) comes out at 107.32 kcal/mol. Its multiplicity is 1.

Last column: Löwdin charge in e.
Geometry (Å):
S  1.382  0.180  -1.698  0.700
N  -2.303  1.047  0.187  0.014
N  1.407  -1.820  0.863  0.030
N  -2.683  -0.438  0.076  -0.063
C  0.058  0.356  0.810  -0.270
C  1.158  0.917  -0.049  -0.566
C  -1.095  1.309  0.579  -0.190
C  0.235  -0.996  1.208  -0.109
H  1.008  -1.094  -1.589  -0.154
H  -2.106  -1.337  0.483  0.113
H  0.975  2.003  0.149  0.091
H  -3.726  -0.513  -0.035  0.063
H  2.131  0.742  0.419  0.050
H  -0.361  -1.709  1.769  0.093
H  2.283  -1.587  0.646  -0.001
H  1.531  -2.735  1.434  0.128
H  -0.930  2.312  0.713  0.070

Entry from the OMol25 dataset: C15H16N4O7S in the gas phase in a non-equilibrium geometry (ωB97M-V with the def2-TZVPD basis set).

The value obtained for the total energy is -46942.978 eV. The calculation puts the lowest unoccupied orbital energy at -0.052 hartree. The structure (SMILES) is CCOC(=O)c1sc(NN=C2C(=O)NC(=O)NC2=O)c(C(=O)OCC)c1C. As for the gap between HOMO and LUMO: 7.20 eV. The net charge is 0. Its HOMO energy is -8.624 eV. The relative energy (zero: lowest compared OMol25 entry of this formula, charge and spin) comes out at 0.00 kcal/mol. Its multiplicity is 1.

Last column: Löwdin charge in e.
Geometry (Å):
S  0.246  0.410  1.676  1.156
O  -1.366  -2.348  3.482  0.089
O  -0.887  -2.338  -2.371  -0.006
O  -0.536  -0.097  -2.694  0.093
O  0.218  3.141  -2.989  0.086
O  0.864  -1.795  3.852  -0.012
O  1.524  7.305  -2.675  0.106
O  2.133  4.912  0.911  0.074
N  0.246  1.572  -0.791  0.024
N  1.169  5.128  -2.912  0.209
N  1.947  6.075  -0.898  0.208
N  0.777  2.658  -0.194  0.174
C  0.856  -2.365  5.152  -0.235
C  0.097  0.398  -0.053  -0.420
C  0.147  -1.484  6.171  -0.069
C  -0.283  -1.854  3.107  -0.464
C  -0.333  -0.858  -0.539  -0.074
C  -0.945  -3.276  0.386  -0.015
C  0.851  3.933  -2.303  -0.368
C  -0.570  -1.079  -1.976  -0.411
C  -1.418  -2.420  -3.721  -0.214
C  1.789  4.883  -0.270  -0.396
C  -1.835  -3.845  -3.988  -0.075
C  1.540  6.210  -2.189  -0.540
C  -0.503  -1.833  0.565  -0.197
C  -0.263  -1.267  1.787  -0.390
C  1.148  3.725  -0.886  -0.089
H  0.661  -0.528  6.190  0.075
H  -2.345  -3.973  -4.950  0.083
H  -0.910  -1.373  5.887  0.076
H  0.073  1.499  -1.817  0.124
H  -2.296  -1.736  -3.809  0.138
H  -0.232  -3.915  -0.173  0.097
H  0.181  -1.965  7.185  0.096
H  -1.940  -3.305  -0.163  0.109
H  0.718  5.294  -3.819  0.189
H  1.903  -2.432  5.481  0.125
H  0.430  -3.371  5.119  0.124
H  -2.537  -4.167  -3.225  0.073
H  -0.666  -2.093  -4.460  0.129
H  -0.970  -4.530  -3.957  0.086
H  -1.174  -3.697  1.329  0.051
H  2.489  6.800  -0.454  0.182

Entry from the OMol25 dataset: 12 unconnected molecules or ions with the total composition C5H35N3O11 in a non-equilibrium geometry (ωB97M-V with the def2-TZVPD basis set).

The value obtained for the total energy is -32742.486 eV. The calculation puts the lowest unoccupied orbital energy at -0.003 hartree. The structure (SMILES) is C[C@H](N)CC/N=C\N.O.O.O.O.O.O.O.O.O.O.O. As for the gap between HOMO and LUMO: 9.10 eV. The net charge is 0. Its HOMO energy is -9.169 eV. The relative energy (zero: lowest compared OMol25 entry of this formula, charge and spin) comes out at 100.16 kcal/mol. Its multiplicity is 1.

Last column: Löwdin charge in e.
Geometry (Å):
O  2.526  -0.933  2.643  -0.052
O  -0.741  5.275  1.580  -0.107
O  1.763  -4.404  -0.065  -0.039
O  4.130  -0.397  0.377  -0.060
O  1.155  -1.116  -4.255  -0.104
O  -4.246  0.143  -1.638  0.069
O  0.898  -1.993  0.846  -0.080
O  -1.008  -2.326  -3.160  0.051
O  2.518  -1.412  -1.512  -0.080
O  -1.735  -1.576  -0.864  -0.081
O  -0.829  -3.909  0.282  -0.122
N  -0.870  0.360  1.405  -0.011
N  1.859  1.764  0.931  0.099
N  0.289  3.246  -0.294  0.005
C  -2.054  1.242  1.376  -0.430
C  -2.065  2.149  0.105  -0.101
C  -0.666  2.215  -0.746  -0.187
C  1.198  2.922  0.579  -0.284
C  -2.009  2.135  2.658  -0.049
H  -3.662  -0.571  -1.763  0.006
H  -2.042  -2.359  -0.338  0.087
H  -0.777  -1.659  -0.668  0.038
H  -0.910  -0.198  0.370  0.102
H  1.336  0.840  0.704  0.093
H  -1.388  3.030  2.527  0.039
H  1.547  -1.632  0.250  0.016
H  -0.114  1.267  -0.658  0.065
H  2.772  -1.656  -2.480  0.114
H  1.782  -3.618  0.545  0.050
H  -3.133  2.429  2.732  0.115
H  -1.008  -0.496  1.994  0.088
H  4.344  -0.750  -0.426  -0.033
H  -1.592  -2.573  -3.746  -0.023
H  1.071  -1.458  1.635  0.036
H  3.569  0.446  0.188  0.070
H  -0.349  5.285  0.682  0.028
H  -0.129  -3.308  0.679  0.001
H  3.409  -0.791  2.432  -0.014
H  -1.724  1.585  3.567  0.071
H  2.424  1.691  1.677  0.030
H  2.705  -1.497  3.475  0.124
H  0.240  -1.229  -3.949  -0.011
H  -1.131  2.509  -1.683  0.097
H  2.120  -4.241  -0.886  -0.002
H  1.018  -1.760  -5.018  0.077
H  -0.201  -4.627  -0.014  0.054
H  1.755  3.780  1.064  0.134
H  -0.598  4.300  1.704  -0.017
H  -2.081  3.167  0.403  0.071
H  -2.874  2.007  -0.619  0.082
H  -3.006  0.710  1.303  0.121
H  1.842  -0.767  -1.708  0.027
H  -3.908  0.872  -1.842  -0.111
H  -1.417  -2.113  -2.381  -0.061